#A
A 3-piece molecular cluster, C4H7BrO overall. Source: the Open Molecules 2025 dataset; level of theory: wB97M-V/def2-TZVPD.

Each line ends with the natural charge from an NBO analysis.
CARTESIAN COORDINATES (ANGSTROEM)
H (-0.942, -0.851, 1.708)  0.206
H (0.226, -0.871, 0.293)  0.197
H (-2.129, 0.248, -1.681)  0.187
Br (-1.764, 1.427, -2.145)  -0.187
C (1.922, 2.076, -0.030)  -0.282
O (1.404, 1.687, 1.285)  -0.403
H (2.782, 2.603, -0.035)  0.193
C (1.866, 0.744, 0.604)  0.300
C (-1.096, -2.367, 0.156)  -0.388
H (-0.774, -2.787, -0.824)  0.199
C (-0.685, -1.273, 0.731)  -0.403
H (1.095, 2.270, -0.667)  0.200
H (-1.905, -2.906, 0.604)  0.182

The HOMO energy comes out at -9.63 eV. For the LUMO energy, the calculation gives 0.8 eV. The value obtained for the frontier orbital gap is 10.46 eV.

---

#B
One molecule with the formula C4H7BrO. Source: the Open Molecules 2025 dataset; level of theory: wB97M-V/def2-TZVPD.

Each line ends with the natural charge from an NBO analysis.
CARTESIAN COORDINATES (ANGSTROEM)
H (1.110, -1.332, 0.318)  0.217
H (2.475, 1.081, 0.452)  0.220
C (0.696, -0.286, 0.287)  -0.461
H (-1.677, -0.352, 1.536)  0.202
O (-1.669, -1.319, -0.352)  -0.508
Br (-3.723, 0.537, 0.129)  0.081
C (1.758, 0.659, -0.288)  -0.612
C (-2.095, -0.299, 0.470)  -0.045
H (2.347, 0.076, -0.941)  0.208
H (-0.580, 0.195, -1.494)  0.195
H (1.394, 1.351, -0.975)  0.210
H (0.577, 0.003, 1.388)  0.212
C (-0.613, -0.314, -0.530)  0.081

As for the SMILES: CC[C@H]1O[C@@H]1Br. The HOMO energy comes out at -8.77 eV. For the LUMO energy, the calculation gives 0.9 eV. The value obtained for the frontier orbital gap is 9.72 eV.

---

Which one sits at the top of the stability order? #B does.

---

#A
One molecule with the formula C2H4N2O2. Source: the Open Molecules 2025 dataset; level of theory: wB97M-V/def2-TZVPD.

Each line ends with the natural charge from an NBO analysis.
CARTESIAN COORDINATES (ANGSTROEM)
C (0.633, -0.313, 0.020)  0.756
H (1.944, 1.188, 0.461)  0.408
H (2.628, -0.141, -0.437)  0.406
O (-2.078, -0.329, -0.611)  -0.655
N (-0.314, 0.433, 0.743)  -0.608
H (-2.290, 0.893, 0.966)  0.166
C (-1.542, 0.341, 0.398)  0.487
H (-1.372, -0.890, -1.003)  0.519
O (0.412, -1.392, -0.529)  -0.674
N (1.837, 0.302, -0.001)  -0.805

As for the SMILES: NC(=O)/N=C\O. The HOMO energy comes out at -10.13 eV. For the LUMO energy, the calculation gives 0.9 eV. The value obtained for the frontier orbital gap is 11.02 eV.

---

#B
One molecule with the formula C2H4N2O2. Source: the Open Molecules 2025 dataset; level of theory: wB97M-V/def2-TZVPD.

Each line ends with the natural charge from an NBO analysis.
CARTESIAN COORDINATES (ANGSTROEM)
O (0.187, 1.000, -1.787)  -0.618
H (-1.408, 1.289, 0.918)  0.388
H (2.079, -1.041, 1.035)  0.156
O (0.723, -2.333, 0.373)  -0.659
H (-1.526, 2.269, -0.481)  0.400
C (-0.169, 0.786, -0.644)  0.765
H (-0.158, -2.374, -0.030)  0.491
C (1.119, -1.057, 0.523)  0.497
N (-1.274, 1.378, -0.075)  -0.835
N (0.568, 0.022, 0.225)  -0.586

As for the SMILES: NC(=O)/N=C\O. The HOMO energy comes out at -9.96 eV. For the LUMO energy, the calculation gives 0.6 eV. The value obtained for the frontier orbital gap is 10.53 eV.

---

#C
One molecule with the formula C2H4N2O2. Source: the Open Molecules 2025 dataset; level of theory: wB97M-V/def2-TZVPD.

Each line ends with the natural charge from an NBO analysis.
CARTESIAN COORDINATES (ANGSTROEM)
C (-0.625, 0.265, -1.021)  0.168
H (1.959, 0.001, 0.080)  0.376
O (0.541, -0.577, -1.159)  -0.364
N (1.110, -0.506, 0.165)  -0.348
O (-1.534, -0.175, -0.104)  -0.382
H (-0.358, 1.303, -0.600)  0.149
N (-1.024, -0.155, 1.234)  -0.161
H (-1.061, 0.197, -2.070)  0.203
H (0.757, -0.131, 2.208)  0.211
C (0.235, -0.223, 1.266)  0.148

As for the SMILES: C1=NOCON1. The HOMO energy comes out at -9.49 eV. For the LUMO energy, the calculation gives 0.8 eV. The value obtained for the frontier orbital gap is 10.31 eV.

---

Which one sits at the top of the stability order? #A does.